Record 1
ORCA calculation (ωB97M-V/def2-TZVPD) on a cluster of 5 separate species, C28H70F3N2O17P5S in total.

Structure (ORCA input):
```
! RIJCOSX wB97M-V def2-TZVPD def2/J DEFGRID3
* xyz 0 1
C -0.95133 5.45181 2.26586
C -2.33804 4.82787 2.10950
S -2.45653 3.01636 2.14149
C -0.88777 2.35222 1.48529
N -1.06205 1.41847 0.36276
C -1.58969 0.11874 0.88191
C -2.61634 -0.55587 -0.06766
C -2.44269 -0.33857 -1.57136
N -1.41777 -1.23166 -2.13462
O -3.96241 -0.22597 0.32165
C -4.51363 0.96417 -0.16879
C -5.74709 1.23901 0.66583
F -5.47398 1.37109 1.97542
F -6.63476 0.23237 0.56569
F -6.37737 2.36063 0.26923
C -0.52229 -0.84365 1.47678
C -1.17571 -1.53974 2.69470
C 0.06830 -1.91960 0.56415
C 1.24356 -2.67767 1.22852
P 0.27101 1.27505 -0.72677
C 0.00804 2.61976 -1.95296
C -0.65528 3.97054 -1.58544
C 1.85337 1.64764 0.17929
C 2.79187 0.41730 0.09301
H -0.98070 6.35574 2.87816
H -0.56364 5.75719 1.28587
H -0.22477 4.74244 2.67508
H -2.82278 5.20118 1.20463
H -2.97243 5.11902 2.95257
H -0.23661 3.17558 1.19356
H -0.43011 1.82531 2.33183
H -2.19250 0.41339 1.74822
H -2.58498 -1.63907 0.09035
H -3.41099 -0.55803 -2.04052
H -2.21548 0.70594 -1.79654
H -1.85812 -1.94586 -2.69950
H -0.79268 -0.72548 -2.74663
H -4.87280 0.87443 -1.20497
H -3.83070 1.81685 -0.10866
H 0.28978 -0.21878 1.87731
H -1.59628 -0.79774 3.38553
H -0.44782 -2.11989 3.26460
H -2.00102 -2.18374 2.37189
H 0.44000 -1.46133 -0.35572
H -0.70492 -2.63612 0.27794
H 1.58422 -2.17977 2.14211
H 2.09704 -2.73052 0.54690
H 0.96677 -3.70321 1.48106
H 0.97271 2.78468 -2.44936
H -0.62239 2.12888 -2.70384
H -0.95373 3.99833 -0.53322
H -1.56265 4.12785 -2.17147
H 0.03751 4.80161 -1.73050
H 1.71119 1.90420 1.23244
H 2.37140 2.48410 -0.30316
H 2.53304 -0.22961 -0.74860
H 2.70554 -0.20094 0.99430
H 3.83713 0.72315 0.01182
C -0.10763 -6.89985 -0.63356
O 1.18348 -7.43675 -0.97617
P 2.24184 -6.46917 -1.64089
O 2.10583 -5.04404 -1.34047
O 2.18217 -6.77076 -3.20396
C 1.27723 -7.71104 -3.78781
O 3.58440 -7.14941 -1.16568
C 4.80422 -6.39783 -1.29563
H -0.78374 -7.74632 -0.55203
H -0.04707 -6.37725 0.31853
H -0.46900 -6.21071 -1.39617
H 0.24661 -7.36941 -3.68860
H 1.38469 -8.69422 -3.33236
H 1.53086 -7.76996 -4.84268
H 4.88058 -5.67357 -0.48758
H 4.85236 -5.87959 -2.25273
H 5.61777 -7.11439 -1.23379
C 3.43582 5.20577 0.86884
O 3.51953 6.63252 1.05245
P 2.64522 7.48956 0.05331
O 1.43341 6.82084 -0.42100
O 3.63003 7.95070 -1.10552
C 5.01002 7.57836 -1.15920
O 2.40302 8.79922 0.90190
C 1.37819 9.70253 0.45525
H 4.32423 4.77523 1.32314
H 2.54466 4.81981 1.35971
H 3.40291 4.94124 -0.18772
H 5.11580 6.50671 -1.32853
H 5.52835 7.85990 -0.24405
H 5.44111 8.11382 -2.00034
H 0.40069 9.32735 0.75152
H 1.40641 9.82948 -0.62674
H 1.57336 10.65622 0.93668
C -5.20818 -0.53743 4.51734
O -6.39559 -1.02287 5.17928
P -6.27834 -2.31535 6.07602
O -4.97854 -2.58375 6.69146
O -6.79241 -3.51391 5.16157
C -7.18997 -3.33312 3.79929
O -7.47181 -2.06145 7.08560
C -7.52544 -2.87793 8.26418
H -5.53659 0.06667 3.67885
H -4.61938 0.05841 5.21160
H -4.59760 -1.36316 4.15132
H -6.33771 -3.05340 3.17981
H -7.96752 -2.57580 3.71348
H -7.57615 -4.29104 3.46126
H -6.81734 -2.50883 9.00360
H -7.30015 -3.91980 8.03626
H -8.53859 -2.80383 8.64951
C 5.80134 0.50779 -5.35904
O 4.86206 -0.55868 -5.56705
P 5.02008 -1.87549 -4.69813
O 5.67054 -1.71401 -3.39780
O 5.77395 -2.91597 -5.64114
C 6.21261 -2.60056 -6.96257
O 3.52609 -2.37476 -4.68165
C 3.17811 -3.40715 -3.73303
H 5.77322 1.12634 -6.25230
H 5.50726 1.09336 -4.49054
H 6.81121 0.12863 -5.20606
H 7.00952 -1.85656 -6.94014
H 5.38838 -2.23790 -7.57527
H 6.60212 -3.52162 -7.38781
H 3.03504 -2.98287 -2.74373
H 3.95164 -4.17353 -3.69418
H 2.25112 -3.85535 -4.07501
*
```

Calculated values
Largest force on an atom in eV/Å: 0.9
ΔE to the lowest compared entry with this formula, charge and spin in eV: 0.000
Structure (SMILES): CCSCN([C@@H]([C@H](CN)OCC(F)(F)F)[C@@H](C)CC)P(CC)CC.COP(=O)(OC)OC.COP(=O)(OC)OC.COP(=O)(OC)OC.COP(=O)(OC)OC
Kohn-Sham gap in eV: 8.22


Record 2
ORCA calculation (ωB97M-V/def2-TZVPD) on a structure of composition C12H17Cl5O4W.

Structure (ORCA input):
```
! RIJCOSX wB97M-V def2-TZVPD def2/J DEFGRID3
* xyz -2 3
C 0.23790 -0.00487 -2.03204
C -0.75415 -0.88155 -1.42621
C -0.11260 -1.52493 -0.30061
C -2.09687 -1.19669 -2.02703
C 1.27506 -1.19574 -0.35097
C 1.49043 -0.24067 -1.39430
C 2.79564 0.33430 -1.77820
C 0.03472 0.80388 -3.26255
C -0.69499 -2.47448 0.67422
C 2.32131 -1.74920 0.54751
W -0.35551 0.83106 -0.00117
Cl -2.52082 0.19504 0.65968
Cl -1.86280 2.41039 -1.16168
O 1.30472 0.76583 1.25325
H -2.31726 -0.49943 -2.84653
H -2.91160 -1.07330 -1.29489
H -2.13538 -2.25073 -2.36364
H -1.73939 -2.25294 0.90536
H -0.14521 -2.44242 1.61118
H -0.62485 -3.50738 0.31628
H 1.90748 -2.01502 1.53505
H 3.15003 -1.03528 0.70493
H 2.76351 -2.66997 0.11459
H 3.43800 0.44696 -0.89872
H 2.66071 1.30788 -2.25369
H 3.31715 -0.31873 -2.48626
H -0.99496 1.17994 -3.32865
H 0.25922 0.22396 -4.17076
H 0.70460 1.67360 -3.24547
H 1.03221 0.67664 2.15990
O 0.72170 2.49207 -0.56565
H 1.40434 2.47253 0.12293
Cl -2.11113 3.24337 5.05292
C -1.92558 1.64003 4.35053
Cl -0.95688 0.55322 5.39602
Cl -3.50680 0.90242 3.95445
C -1.17515 1.77480 2.90398
O -1.17090 2.80180 2.21865
O -0.70589 0.60360 2.70760
*
```

Calculated values
Largest force on an atom in eV/Å: 2.5
ΔE to the lowest compared entry with this formula, charge and spin in eV: 1.431
Kohn-Sham gap (spin up / spin down) in eV: 4.10 / 6.44


Record 3
ORCA calculation (ωB97M-V/def2-TZVPD) on a cluster of 2 separate species, C5H13NO2 in total.

Structure (ORCA input):
```
! RIJCOSX wB97M-V def2-TZVPD def2/J DEFGRID3
* xyz 0 1
C -2.56093 -1.33422 1.11990
C -1.40685 -1.12136 0.51212
C -0.19479 -0.63673 1.28546
C 0.36885 0.46644 0.43065
N 0.65194 0.07311 -1.06081
C 1.79141 0.83656 0.93992
O 2.37905 1.68157 -0.18835
H -3.51677 -1.49831 0.63171
H -2.68440 -1.43969 2.18259
H -1.18973 -1.14458 -0.51943
H 0.35799 -1.53252 1.56370
H -0.36679 -0.26503 2.33822
H -0.35458 1.29296 0.50548
H 1.10074 0.98612 -1.47006
H 1.33542 -0.65552 -1.00663
H 1.74078 1.59506 1.76888
H 2.38154 -0.03205 1.10820
H 3.38542 1.67226 -0.15359
O -1.30207 0.04028 -3.54703
H -0.41686 0.09981 -3.17988
H -1.49936 0.91584 -3.26105
*
```

Calculated values
Largest force on an atom in eV/Å: 4.3
ΔE to the lowest compared entry with this formula, charge and spin in eV: 3.394
Structure (SMILES): C=CC[C@H](N)CO.O
Kohn-Sham gap in eV: 10.05


Record 4
ORCA calculation (ωB97M-V/def2-TZVPD) on the ion C5H6N with charge +1.

Structure (ORCA input):
```
! RIJCOSX wB97M-V def2-TZVPD def2/J DEFGRID3
* xyz 1 1
C -1.79706 -0.66083 -2.84521
C -1.36370 -0.26937 -1.76273
C -0.88000 0.16688 -0.50748
C 0.31715 -0.18969 0.10545
C 0.54676 0.32125 1.34738
N 1.67718 0.24713 2.01899
H -2.31975 -1.19408 -3.55136
H -1.37095 0.89643 0.13075
H 1.18267 -0.92390 -0.08803
H -0.42520 0.92560 1.54654
H 2.31379 -0.38702 1.50613
H 2.11911 1.06761 2.09956
*
```

Calculated values
Largest force on an atom in eV/Å: 4.9
ΔE to the lowest compared entry with this formula, charge and spin in eV: 4.230
Structure (SMILES): C#C/C=C/C=[NH2+]
Kohn-Sham gap (spin up / spin down) in eV: 8.04 / 8.04


Record 5
ORCA calculation (ωB97M-V/def2-TZVPD) on a cluster of 3 separate species, C2H12N2O2 in total.

Structure (ORCA input):
```
! RIJCOSX wB97M-V def2-TZVPD def2/J DEFGRID3
* xyz 0 1
N 0.45904 -0.71829 1.64914
C -0.72664 0.17479 1.64491
C -0.63901 1.27279 0.57452
N -1.11876 0.81676 -0.75881
H 1.10327 -0.42424 0.91772
H 0.19064 -1.64647 1.33074
H -0.72843 0.70271 2.59706
H -1.63327 -0.39850 1.46626
H -1.13760 2.19163 0.88603
H 0.42209 1.47870 0.43346
H -1.59972 1.58346 -1.21588
H -1.87007 0.14021 -0.63306
O 2.67732 -0.01358 -1.38685
H 2.18660 0.80621 -1.54585
H 2.00115 -0.69671 -1.54729
O 0.44955 -1.74465 -1.70490
H -0.14645 -1.01471 -1.47703
H 0.11027 -2.51012 -1.23016
*
```

Calculated values
Largest force on an atom in eV/Å: 1.2
ΔE to the lowest compared entry with this formula, charge and spin in eV: 0.550
Structure (SMILES): NCCN.O.O
Kohn-Sham gap in eV: 10.12


Record 6
ORCA calculation (ωB97M-V/def2-TZVPD) on a cluster of 2 separate species, C17H13FN2O4P in total.

Structure (ORCA input):
```
! RIJCOSX wB97M-V def2-TZVPD def2/J DEFGRID3
* xyz 1 1
O -3.41070 -4.76530 -4.30657
P -2.66875 -3.80312 -5.40119
O -3.76445 -2.63594 -5.64930
C -1.51333 -2.86973 -4.29710
N -0.15852 -3.08249 -4.44556
C 0.50194 -2.35305 -3.55805
N -0.37471 -1.66183 -2.84745
C -1.64159 -1.97150 -3.28469
F -2.71694 -1.47588 -2.77332
H -3.17305 -4.53531 -3.40348
H -4.47351 -3.03690 -6.16890
H 0.25949 -3.70191 -5.12267
H 1.56489 -2.33991 -3.43791
H -0.12883 -1.00727 -2.10720
C -2.63083 0.77344 3.24930
C -2.57462 0.31647 1.93744
C -1.39652 0.41706 1.21926
C -0.26863 0.98347 1.80051
C -0.33487 1.46136 3.11090
C -1.51415 1.34490 3.83391
C 0.84396 2.11654 3.74897
O 0.78580 2.52428 4.88663
C 2.08689 2.25933 2.94128
C 3.17940 2.91280 3.49270
C 4.34777 3.04406 2.76130
C 4.43259 2.51570 1.47800
C 3.34473 1.86660 0.92102
C 2.16501 1.74203 1.64511
C 0.99772 1.06982 1.02113
O 1.07796 0.60405 -0.10452
H -3.54967 0.68792 3.81303
H -3.45263 -0.11813 1.47844
H -1.34958 0.06060 0.20015
H -1.55274 1.70745 4.85137
H 3.10995 3.31881 4.49191
H 5.19647 3.55801 3.19139
H 5.34871 2.61480 0.91183
H 3.40539 1.45876 -0.07766
*
```

Calculated values
Largest force on an atom in eV/Å: 1.2
Kohn-Sham gap in eV: 8.49


Question: The lowest largest force on an atom belongs to which entry?
Answer: C28H70F3N2O17P5S


Copy entry 6 word for word.
ORCA calculation (ωB97M-V/def2-TZVPD) on a cluster of 2 separate species, C17H13FN2O4P in total.

Structure (ORCA input):
```
! RIJCOSX wB97M-V def2-TZVPD def2/J DEFGRID3
* xyz 1 1
O -3.41070 -4.76530 -4.30657
P -2.66875 -3.80312 -5.40119
O -3.76445 -2.63594 -5.64930
C -1.51333 -2.86973 -4.29710
N -0.15852 -3.08249 -4.44556
C 0.50194 -2.35305 -3.55805
N -0.37471 -1.66183 -2.84745
C -1.64159 -1.97150 -3.28469
F -2.71694 -1.47588 -2.77332
H -3.17305 -4.53531 -3.40348
H -4.47351 -3.03690 -6.16890
H 0.25949 -3.70191 -5.12267
H 1.56489 -2.33991 -3.43791
H -0.12883 -1.00727 -2.10720
C -2.63083 0.77344 3.24930
C -2.57462 0.31647 1.93744
C -1.39652 0.41706 1.21926
C -0.26863 0.98347 1.80051
C -0.33487 1.46136 3.11090
C -1.51415 1.34490 3.83391
C 0.84396 2.11654 3.74897
O 0.78580 2.52428 4.88663
C 2.08689 2.25933 2.94128
C 3.17940 2.91280 3.49270
C 4.34777 3.04406 2.76130
C 4.43259 2.51570 1.47800
C 3.34473 1.86660 0.92102
C 2.16501 1.74203 1.64511
C 0.99772 1.06982 1.02113
O 1.07796 0.60405 -0.10452
H -3.54967 0.68792 3.81303
H -3.45263 -0.11813 1.47844
H -1.34958 0.06060 0.20015
H -1.55274 1.70745 4.85137
H 3.10995 3.31881 4.49191
H 5.19647 3.55801 3.19139
H 5.34871 2.61480 0.91183
H 3.40539 1.45876 -0.07766
*
```

Calculated values
Largest force on an atom in eV/Å: 1.2
Kohn-Sham gap in eV: 8.49


Question: Among the records above, which one has the lowest largest force on an atom?
Answer: C28H70F3N2O17P5S